[1]
Density functional theory data (wB97M-V/def2-TZVPD) for a structure of composition C4H12N2.

Atoms and positions in Å:
N -2.80 1.14 0.59
H 0.24 -1.65 -0.29
H 0.50 1.35 1.00
H -0.91 0.96 -1.46
H 1.47 0.81 -0.35
C -1.86 -0.03 0.21
N 3.30 -1.41 -0.95
H -2.42 -0.96 0.20
H 3.21 -0.53 -1.46
C -0.70 0.39 -0.55
H -3.02 1.12 1.59
C 0.56 0.60 0.22
H 3.41 -1.19 0.03
C 0.52 -0.86 0.40
H 0.14 -1.09 1.41
H -2.20 1.95 0.52
H 4.24 -1.73 -1.20
H -3.68 1.14 0.08

## Properties
Net charge: +1
Energy relative to the best compared isomer or geometry (same formula, charge and spin), eV: 4.307
⟨S²⟩: 0.788
Lowest unoccupied orbital energy (alpha / beta), eV: -4.020 / -5.041
E_tot, hartree: -268.64259
Spin multiplicity: 2
HOMO energy (alpha / beta), eV: -12.33 / -12.45



[2]
Density functional theory data (wB97M-V/def2-TZVPD) for an isolated molecule of C4H12N2O.

Atoms and positions in Å:
H -0.05 -1.71 -1.59
C -0.18 -0.42 0.01
H 0.22 0.21 1.99
H 0.03 1.13 -2.07
H -0.23 -2.49 -0.18
C 0.84 1.39 -1.39
C -0.27 -0.66 1.54
H -1.03 0.23 -0.22
H -0.07 3.08 -1.03
H 0.32 -1.55 1.79
O 0.54 2.50 -0.55
H -2.17 -1.41 1.54
H -2.07 0.16 1.84
N -1.63 -0.72 2.07
H 1.67 0.64 0.35
C 1.12 0.20 -0.48
N -0.52 -1.67 -0.70
H 1.70 1.64 -2.02
H 1.78 -0.54 -0.90

## Properties
Energy relative to the best compared isomer or geometry (same formula, charge and spin), eV: 1.426
Lowest unoccupied orbital energy, eV: 0.890
E_tot, hartree: -344.33262
Spin multiplicity: 1
HOMO energy, eV: -9.20
SMILES string: NC[C@H](N)CCO



[3]
Density functional theory data (wB97M-V/def2-TZVPD) for an isolated molecule of C4H12N2O.

Atoms and positions in Å:
H 0.68 -1.75 -0.95
H 2.49 1.80 0.68
C 1.06 0.76 -1.70
H 1.32 -0.23 -2.09
N 0.91 0.87 -0.26
H -3.15 -0.14 1.15
C -2.09 -0.33 1.33
H 0.64 -2.24 0.74
H 1.86 1.43 -2.01
C -1.26 0.14 0.14
H 0.52 -0.10 1.49
O 2.42 0.92 0.30
H -1.52 -0.42 -0.76
H -1.44 1.19 -0.06
H -1.79 0.20 2.23
H 0.13 1.08 -2.17
H -1.97 -1.40 1.49
N 0.79 -1.54 0.03
C 0.37 -0.24 0.42

## Properties
Energy relative to the best compared isomer or geometry (same formula, charge and spin), eV: 3.453
Lowest unoccupied orbital energy, eV: 1.038
E_tot, hartree: -344.25811
Spin multiplicity: 1
HOMO energy, eV: -8.80
SMILES string: CC[C@@H](N)N(C)O



[4]
Density functional theory data (wB97M-V/def2-TZVPD) for an isolated molecule of C4H12N2O.

Atoms and positions in Å:
C 1.53 1.86 -0.90
O -1.86 -2.39 1.39
N -0.24 0.19 -0.71
C -1.02 -0.43 0.36
H 2.67 0.25 -0.44
H -0.74 -0.22 1.39
H -0.58 2.27 -1.10
H -2.73 -2.06 1.19
H -1.69 -2.21 -0.63
H 1.66 1.48 -1.93
H -0.04 1.98 0.50
H -2.06 -0.06 0.29
H 0.64 -0.30 -0.66
C -1.09 -1.93 0.25
H 1.85 2.90 -0.87
H 3.30 1.65 0.07
N 2.44 1.11 0.05
C 0.08 1.61 -0.53
H -0.13 -2.42 0.24

## Properties
Energy relative to the best compared isomer or geometry (same formula, charge and spin), eV: 1.887
Lowest unoccupied orbital energy, eV: 1.009
E_tot, hartree: -344.31569
Spin multiplicity: 1
HOMO energy, eV: -9.17
SMILES string: NCCNCCO



[5]
Density functional theory data (wB97M-V/def2-TZVPD) for an isolated molecule of C4H12N2O.

Atoms and positions in Å:
H -3.68 -0.99 -0.22
H 0.42 0.01 -1.50
H 1.04 -1.02 -0.35
C 1.35 1.06 -0.02
H 2.87 0.82 -1.53
C 0.52 -0.14 -0.49
H 3.51 0.81 -0.13
H 0.93 2.07 -0.30
H -0.09 -0.64 1.95
C -1.72 -1.31 -0.21
H 1.47 1.02 1.05
H -1.22 -1.96 -0.96
H -1.28 1.03 -0.05
H -0.73 1.02 1.80
O -2.95 -1.08 -0.85
N 2.75 1.22 -0.61
H -1.50 -1.95 0.71
C -0.89 -0.05 0.13
N -0.79 0.10 1.58

## Properties
Energy relative to the best compared isomer or geometry (same formula, charge and spin), eV: 2.955
Lowest unoccupied orbital energy, eV: 0.999
E_tot, hartree: -344.27644
Spin multiplicity: 1
HOMO energy, eV: -8.95
SMILES string: NCC[C@H](N)CO



[6]
Density functional theory data (wB97M-V/def2-TZVPD) for an isolated molecule of C4H12N2O.

Atoms and positions in Å:
C -0.92 0.22 -0.33
C -1.75 -0.29 0.99
H 0.76 -2.20 -0.76
H -0.13 -0.37 2.32
H -1.43 -0.28 -1.13
C 0.59 -0.14 -0.21
N 0.95 -1.53 0.01
H 1.26 2.43 -1.62
H -0.89 1.30 -0.37
H -1.33 0.35 3.00
H 1.86 -1.49 0.26
N -1.01 0.11 2.13
C 1.26 0.38 -1.46
H -1.99 -1.37 0.96
H -2.69 0.35 0.89
H 0.66 0.37 -2.33
H 0.99 0.53 0.68
H 2.13 -0.16 -1.98
O 1.68 1.79 -1.06

## Properties
Energy relative to the best compared isomer or geometry (same formula, charge and spin), eV: 2.717
Lowest unoccupied orbital energy, eV: 1.014
E_tot, hartree: -344.28517
Spin multiplicity: 1
HOMO energy, eV: -8.60
SMILES string: NCC[C@@H](N)CO



[7]
Density functional theory data (wB97M-V/def2-TZVPD) for an isolated molecule of C4H12N2O.

Atoms and positions in Å:
N 1.24 -1.53 -0.31
H 2.11 -0.01 -1.44
H -0.59 -0.85 -1.07
H 1.48 -2.27 0.33
H -1.54 1.98 -1.52
C -1.60 0.98 0.14
C -0.19 0.49 0.48
H 0.57 1.05 -0.08
H 2.99 -1.59 -1.40
H -0.61 -1.63 0.55
H 3.03 -0.46 -0.02
H -1.66 1.98 0.59
N -0.02 0.48 1.93
H -2.27 0.27 0.52
C -0.05 -0.95 -0.11
H 0.85 0.94 2.21
H 0.27 -0.47 2.15
C 2.42 -0.86 -0.84
O -1.93 1.15 -1.23

## Properties
Energy relative to the best compared isomer or geometry (same formula, charge and spin), eV: 2.007
Lowest unoccupied orbital energy, eV: 0.912
E_tot, hartree: -344.31128
Spin multiplicity: 1
HOMO energy, eV: -8.20
SMILES string: CNC[C@H](N)CO



[8]
Density functional theory data (wB97M-V/def2-TZVPD) for an isolated molecule of C4H12N2O.

Atoms and positions in Å:
N 0.07 -2.50 -1.03
N 0.98 -0.88 1.24
H -1.04 -0.69 1.29
H -0.97 3.16 0.07
O 1.04 1.70 -0.21
H -1.48 1.83 -1.09
H 0.85 -0.72 2.20
H 1.37 -1.83 0.89
C -0.45 -1.01 -0.88
H -0.64 -3.11 -0.61
C -0.12 1.22 0.45
H 0.12 -0.31 -1.53
H 0.02 -2.87 -1.95
H -2.12 2.12 0.57
H 1.60 1.00 -0.44
H -1.46 -1.07 -1.46
H -0.03 1.41 1.58
C -1.25 2.07 -0.01
C -0.17 -0.42 0.55

## Properties
Energy relative to the best compared isomer or geometry (same formula, charge and spin), eV: 2.783
Lowest unoccupied orbital energy, eV: 0.904
E_tot, hartree: -344.28275
Spin multiplicity: 1
HOMO energy, eV: -8.86
SMILES string: C[C@H](O)[C@H](N)CN



[9]
Density functional theory data (wB97M-V/def2-TZVPD) for an isolated molecule of C4H12N2O.

Atoms and positions in Å:
H 0.15 2.11 1.00
H -0.02 -2.14 -0.87
H -2.41 -2.69 0.13
C -0.12 0.00 -0.80
H 1.04 -1.47 0.39
H 1.90 2.27 1.07
H -1.00 0.57 -0.48
O 1.39 1.87 -1.48
H -0.16 -0.09 -1.88
H -1.01 -0.80 1.65
H 2.13 0.32 -0.50
N -1.03 -1.50 0.91
H -2.68 -1.11 -0.21
N -2.36 -1.75 0.52
H 0.65 2.48 -1.46
C 0.10 -1.33 -0.15
H 1.12 0.80 1.70
C 1.09 1.56 0.91
C 1.22 0.91 -0.46

## Properties
Energy relative to the best compared isomer or geometry (same formula, charge and spin), eV: 2.685
Lowest unoccupied orbital energy, eV: 0.937
E_tot, hartree: -344.28635
Spin multiplicity: 1
HOMO energy, eV: -8.45
SMILES string: C[C@H](O)CCNN



[10]
Density functional theory data (wB97M-V/def2-TZVPD) for an isolated molecule of C4H12N2O.

Atoms and positions in Å:
H -1.66 -0.78 0.86
O -0.02 2.54 0.45
H 2.70 0.59 1.09
H -1.57 1.53 0.89
C -1.08 -2.10 -0.68
C 0.97 -0.12 0.48
N 2.18 0.68 0.18
H 1.26 -1.14 0.43
C -0.33 0.19 -0.31
H -0.53 -2.62 0.09
C -0.92 1.54 0.02
H 0.82 2.31 0.04
H -0.39 -1.80 -1.54
N -1.38 -0.81 -0.07
H 0.66 0.17 1.47
H -2.10 -2.46 -0.89
H 2.83 0.07 -0.32
H -1.47 1.92 -0.85
H 0.04 0.30 -1.33

## Properties
Energy relative to the best compared isomer or geometry (same formula, charge and spin), eV: 2.591
Lowest unoccupied orbital energy, eV: 0.810
E_tot, hartree: -344.28979
Spin multiplicity: 1
HOMO energy, eV: -8.67
SMILES string: CN[C@H](CN)CO



[11]
Density functional theory data (wB97M-V/def2-TZVPD) for an isolated molecule of C4H12N2O.

Atoms and positions in Å:
H 1.08 2.31 -1.43
C -1.77 -0.71 0.55
H -1.67 0.55 2.07
H -2.70 -1.21 0.78
C 1.32 1.46 -0.81
H 0.49 0.25 -2.17
H 2.34 1.10 -0.92
O -1.23 -0.27 1.82
N 0.39 0.37 -1.17
C -0.75 -1.58 -0.13
H -1.21 -2.08 -1.00
H -1.99 0.16 -0.08
H 0.29 1.64 0.97
H 0.94 -0.57 0.55
N 1.19 1.86 0.58
H 1.95 1.54 1.14
C 0.57 -0.87 -0.41
H -0.52 -2.40 0.55
H 1.28 -1.55 -0.89

## Properties
Energy relative to the best compared isomer or geometry (same formula, charge and spin), eV: 1.494
Lowest unoccupied orbital energy, eV: 1.001
E_tot, hartree: -344.33013
Spin multiplicity: 1
HOMO energy, eV: -8.71
SMILES string: NCNCCCO



[12]
Density functional theory data (wB97M-V/def2-TZVPD) for an isolated molecule of C4H12N2O.

Atoms and positions in Å:
H -1.55 -1.58 -0.38
N -1.37 -0.64 -0.71
H -0.75 -0.45 2.06
H -1.75 -0.61 -1.66
N -0.21 1.52 1.61
H 1.81 -0.15 0.42
C 0.06 -0.42 -0.82
O 0.55 -1.44 -1.68
H 0.93 -1.60 0.78
H 0.45 -2.29 -1.22
C 0.34 0.90 -1.53
C 0.14 0.11 1.77
H -0.10 1.77 -1.03
H -0.04 0.88 -2.56
H -0.98 1.58 0.94
H -0.59 1.87 2.49
C 0.79 -0.54 0.54
H 0.84 0.03 2.60
H 1.42 1.07 -1.62

## Properties
Energy relative to the best compared isomer or geometry (same formula, charge and spin), eV: 0.825
Lowest unoccupied orbital energy, eV: 0.854
E_tot, hartree: -344.35469
Spin multiplicity: 1
HOMO energy, eV: -9.26
SMILES string: C[C@@](N)(O)CCN